{"formula": "C16H14ClN3O5S3", "method": "ωB97M-V with the def2-TZVPD basis set", "homo_lumo_gap_ev": 9.62, "de_lowest_kj_mol": 0.0, "homo_ev": -9.6, "lumo_energy_ev": 0.047, "species": ["O", "O", "O", "O", "Cl", "N", "O", "S", "C", "C", "C", "C", "C", "C", "C", "C", "C", "C", "C", "C", "C", "C", "C", "N", "N", "C", "S", "S", "H", "H", "H", "H", "H", "H", "H", "H", "H", "H", "H", "H", "H", "H"], "xyz": [[2.939084, -0.459636, -1.598254], [5.421878, -0.676265, -1.782297], [1.982412, 1.993781, 0.069051], [0.713401, 1.527673, 2.164507], [-8.216060, 2.371668, -0.694509], [-7.372599, -0.045247, 0.153360], [-3.541100, -0.898273, -2.367380], [-6.002377, 0.700830, -1.916301], [-7.222555, 0.940173, -0.699376], [-6.453709, -1.061545, -0.099830], [-5.666676, -0.844144, -1.189908], [4.399147, -0.146950, 3.572010], [5.594573, -0.035004, 2.821985], [-1.310836, -0.087705, -2.282252], [-2.602975, -0.088836, -0.253962], [3.208632, -0.324762, 2.862891], [5.552613, -0.138646, 1.419469], [-0.241067, 0.441529, -1.581905], [-1.509487, 0.371140, 0.479782], [-2.515433, -0.368295, -1.617815], [3.150836, -0.312467, 1.506951], [4.341911, -0.232011, 0.737559], [-0.301766, 0.608784, -0.183449], [4.408036, 1.544417, -1.244277], [1.900381, -0.392312, 0.946834], [-4.540560, -1.716851, -1.688950], [4.269915, -0.103935, -1.072578], [1.106610, 1.081237, 0.820997], [-6.357438, -1.948354, 0.470262], [4.410392, -0.133427, 4.629053], [6.535363, 0.085532, 3.343251], [-1.249420, -0.256841, -3.367890], [-3.525278, -0.307122, 0.249521], [2.318500, -0.521096, 3.396662], [6.485948, -0.122019, 0.852950], [0.664274, 0.712932, -2.140185], [-1.564144, 0.604561, 1.542293], [4.277519, 1.744630, -2.228486], [3.673135, 1.925022, -0.665659], [1.930823, -0.703610, -0.014047], [-4.957372, -2.405911, -2.449031], [-4.134533, -2.322644, -0.901046]], "forces_ev_per_angstrom": [[1.1, -0.5, 1.1], [-1.6, 0.4, 1.8], [-1.4, -0.8, 0.7], [0.2, -1.0, -2.2], [0.5, -0.7, 0.0], [0.3, 0.7, -0.5], [0.1, -0.6, 0.7], [-0.3, -0.4, 0.6], [-0.2, -1.2, 0.7], [-0.1, 1.8, -1.6], [0.4, 0.1, 0.3], [0.8, 0.0, -2.5], [-1.1, -0.3, 0.1], [-0.4, 0.2, -0.4], [0.0, -0.3, 0.1], [1.3, 0.1, 1.7], [0.4, 0.2, 0.1], [0.8, 0.1, 0.1], [0.5, 0.2, -0.4], [0.4, -0.1, 0.1], [1.9, 0.0, -0.9], [-0.5, -0.1, 0.3], [-0.5, 0.0, 0.0], [0.8, -1.0, 0.6], [-2.4, 0.1, -0.8], [-0.7, 0.9, -1.3], [0.8, 0.4, -2.4], [0.3, 1.9, 1.0], [-0.3, -0.5, 0.8], [0.0, 0.0, 0.9], [0.0, 0.0, -0.2], [0.0, 0.1, 0.6], [-0.3, 0.1, 0.3], [-0.9, 0.1, 0.4], [-0.3, 0.1, 0.1], [-0.3, -0.3, 0.4], [-0.2, -0.3, -0.2], [0.0, 0.1, -0.1], [-0.4, 0.6, -0.1], [0.1, -0.4, -0.5], [0.5, 0.4, 0.1], [0.4, -0.1, 0.5]], "lowdin_charge": [-0.35, -0.31, -0.32, -0.29, 0.62, -0.01, -0.08, 1.06, -1.06, -0.17, -0.51, -0.02, -0.05, 0.02, 0.00, -0.02, -0.05, -0.04, -0.03, -0.25, -0.32, -0.18, -0.26, -0.06, -0.07, -0.16, 0.69, 0.76, 0.11, 0.10, 0.10, 0.13, 0.11, 0.11, 0.12, 0.12, 0.12, 0.08, 0.01, 0.07, 0.14, 0.13]}

***

{"formula": "C5H5GaO3", "method": "ωB97M-V with the def2-TZVPD basis set", "homo_lumo_gap_ev": [6.99, 6.99], "total_charge": 2, "homo_ev": [-19.5, -19.5], "lumo_energy_ev": [-12.540, -12.539], "species": ["O", "C", "O", "Ga", "H", "O", "C", "C", "C", "C", "H", "H", "H", "H"], "xyz": [[0.751474, -2.227602, -0.048724], [1.115269, -1.207026, -0.744484], [1.853153, -0.247912, -0.078802], [-0.558541, -1.828389, 1.203583], [1.474024, -1.414151, -1.766910], [-2.158696, 0.886736, 2.204827], [-1.759494, 0.131439, 1.199324], [-1.091713, 0.209087, 0.129083], [-0.132049, 0.328603, -0.885893], [1.207151, 0.968053, -0.521405], [-3.118811, 0.860683, 2.300325], [-0.512834, 0.475431, -1.901006], [1.726490, 1.379249, -1.397536], [1.204578, 1.685797, 0.307619]], "forces_ev_per_angstrom": [[-0.1, 0.3, -0.7], [2.5, -0.3, 1.6], [-0.7, -1.1, 0.0], [-0.2, -0.1, 0.6], [-1.0, 0.2, -0.3], [0.6, -2.1, -1.6], [0.5, 2.0, 1.1], [1.6, 0.4, -1.4], [-2.3, 1.6, 0.5], [0.3, 0.0, -0.2], [-0.8, 0.0, 0.4], [0.0, -0.5, 0.1], [-0.3, 0.0, 0.2], [-0.1, -0.2, -0.3]], "lowdin_charge": [-0.02, -0.24, 0.02, 1.32, 0.23, 0.21, -0.16, 0.01, -0.01, -0.04, 0.18, 0.18, 0.16, 0.17]}

***

{"formula": "C4H10N2O3", "method": "ωB97M-V with the def2-TZVPD basis set", "homo_lumo_gap_ev": 9.17, "de_lowest_kj_mol": 244.2, "homo_ev": -8.4, "lumo_energy_ev": 0.736, "species": ["C", "C", "C", "C", "N", "N", "O", "O", "O", "H", "H", "H", "H", "H", "H", "H", "H", "H", "H"], "xyz": [[-0.364771, -1.632447, -0.608065], [0.945747, 0.036181, 1.492741], [0.057497, 0.813098, 0.502347], [0.049151, 0.289484, -0.902117], [1.157625, 0.386253, -1.779179], [-1.343943, 0.585267, 0.965172], [0.059930, -2.386419, -1.421289], [-0.995263, -1.901982, 0.528814], [-1.102521, 0.739655, -1.591456], [1.957838, -0.266512, 1.029000], [1.272416, 0.592964, 2.339114], [0.533837, -0.686975, 2.147605], [0.386488, 1.888303, 0.668576], [1.201482, -0.392219, -2.404963], [1.975706, 0.696998, -1.374517], [-1.949652, 0.882769, 0.193021], [-1.540712, 1.232601, 1.753936], [-1.274643, -1.052609, 0.935837], [-1.026212, 0.175590, -2.474578]], "forces_ev_per_angstrom": [[1.0, 3.5, 0.5], [2.9, 0.3, -1.0], [0.1, 0.5, 2.0], [-0.8, -3.3, -0.5], [-2.3, 0.0, 0.5], [-0.3, 2.0, 0.5], [-0.2, -0.5, -0.2], [0.3, -1.5, -1.3], [0.3, -1.8, -2.7], [-1.7, -0.1, 0.6], [0.4, 1.9, 0.3], [-1.0, -1.8, -0.7], [-0.6, -0.9, -1.0], [0.5, -0.5, -0.1], [2.1, 0.3, 0.7], [0.0, -0.1, 0.4], [0.2, -0.8, -0.6], [-0.2, 0.8, 0.1], [-0.6, 2.1, 2.6]], "lowdin_charge": [-0.39, -0.06, -0.34, -0.44, 0.13, 0.02, 0.09, 0.08, -0.05, 0.12, 0.05, 0.06, 0.16, 0.08, 0.06, 0.09, 0.12, 0.03, 0.17]}

***

{"formula": "C35H41BO4", "method": "ωB97M-V with the def2-TZVPD basis set", "homo_lumo_gap_ev": 6.05, "homo_ev": -6.5, "lumo_energy_ev": -0.416, "species": ["C", "O", "C", "C", "C", "C", "C", "C", "C", "C", "C", "O", "C", "C", "C", "C", "C", "H", "H", "H", "H", "H", "H", "H", "H", "H", "H", "H", "H", "H", "H", "H", "C", "C", "C", "C", "C", "C", "O", "B", "C", "C", "C", "C", "C", "C", "C", "C", "C", "C", "C", "C", "C", "C", "O", "H", "H", "H", "H", "H", "H", "H", "H", "H", "H", "H", "H", "H", "H", "H", "H", "H", "H", "H", "H", "H", "H", "H", "H", "H", "H"], "xyz": [[3.357305, 5.736122, -3.266333], [2.457161, 5.677548, -2.133354], [1.350548, 4.887609, -2.124809], [0.400279, 5.129178, -1.096422], [-0.678508, 4.284036, -0.939735], [-0.812882, 3.094257, -1.731326], [-1.821179, 2.105985, -1.385238], [-1.956380, 0.879417, -2.142134], [-3.270564, 0.359833, -2.337638], [-3.484157, -0.869933, -2.911728], [-2.405908, -1.606173, -3.460099], [-2.687279, -2.782995, -4.089168], [-1.646270, -3.384518, -4.907425], [-1.111639, -1.037277, -3.411253], [-0.881896, 0.123952, -2.686722], [0.000692, 3.028896, -2.892762], [1.079822, 3.878745, -3.080633], [4.065707, 6.517628, -2.975604], [3.879082, 4.775673, -3.402124], [2.822468, 6.023545, -4.186979], [0.605508, 5.973719, -0.436461], [-1.391669, 4.517415, -0.149087], [-2.793059, 2.581886, -1.197183], [-4.139657, 0.936123, -2.000730], [-4.478609, -1.311014, -2.988502], [-2.114807, -4.273522, -5.335633], [-1.318925, -2.698265, -5.710169], [-0.783176, -3.669372, -4.279398], [-0.285576, -1.534847, -3.926499], [0.148815, 0.439880, -2.530541], [-0.207943, 2.268441, -3.634371], [1.718229, 3.757697, -3.954442], [0.049787, -4.371786, 1.732299], [1.178118, -3.405413, 1.416437], [2.484639, -4.202900, 1.250418], [0.965132, -2.347896, 0.215282], [1.502581, -2.737103, -1.152503], [-0.486839, -1.871629, 0.095620], [1.755976, -1.207674, 0.663384], [1.857030, -1.357663, 2.035744], [2.686286, -0.384956, 2.908119], [2.771376, -0.573931, 4.294701], [3.494883, 0.316758, 5.090933], [4.148139, 1.417356, 4.506612], [4.113743, 1.575198, 3.112651], [3.374191, 0.694008, 2.320302], [-2.067502, 1.548227, 0.920758], [-0.841877, 2.215204, 1.439377], [-2.562265, 0.391791, 1.644402], [-3.652980, -0.372715, 1.132160], [-4.213223, -1.423891, 1.850694], [-3.736419, -1.756652, 3.125801], [-2.745633, -0.960142, 3.703986], [-2.117546, 0.041738, 2.967131], [1.332177, -2.534568, 2.563086], [-0.165982, -5.009926, 0.865477], [0.372997, -5.027957, 2.556237], [-0.864022, -3.848086, 2.045815], [2.417668, -4.897163, 0.399249], [3.352971, -3.534669, 1.106223], [2.653861, -4.798687, 2.159829], [0.983966, -3.625524, -1.542911], [1.326624, -1.907347, -1.850625], [2.579791, -2.937241, -1.122509], [-1.096149, -2.582183, -0.488433], [-0.945652, -1.729713, 1.087002], [-0.502388, -0.899082, -0.422081], [2.260303, -1.424579, 4.754767], [3.545703, 0.166852, 6.169686], [4.673639, 2.145838, 5.130618], [4.661048, 2.397708, 2.644550], [3.324172, 0.838348, 1.239994], [-2.931334, 2.197100, 0.588873], [-0.177040, 2.496368, 0.624659], [-1.139781, 3.113785, 1.995869], [-0.243886, 1.610049, 2.133062], [-4.041601, -0.107920, 0.137801], [-5.024683, -2.002804, 1.409192], [-4.150256, -2.616449, 3.660757], [-2.454496, -1.133052, 4.737661], [-1.320779, 0.615300, 3.446344]], "forces_ev_per_angstrom": [[-0.6, -0.2, 0.6], [0.1, 0.2, -0.3], [-0.6, -0.5, -0.4], [1.0, 0.0, -0.7], [0.3, -0.8, -0.2], [0.6, 1.4, 0.0], [-1.3, -0.3, 0.4], [-0.4, -1.2, -0.7], [0.6, 0.2, 0.3], [0.3, -1.0, -0.6], [0.6, 1.1, -0.2], [0.5, -0.2, -0.5], [-0.5, 0.4, 0.7], [-0.7, -0.8, -0.1], [-0.7, 0.6, 0.3], [-0.2, -0.3, 1.0], [0.3, 0.8, 0.5], [-0.1, -0.2, -0.3], [-0.2, 0.3, 0.0], [0.2, -0.1, 0.3], [-0.3, -0.2, -0.2], [0.1, -0.3, -0.1], [0.4, -0.3, -0.2], [0.4, -0.2, 0.0], [0.2, 0.2, 0.0], [0.2, 0.2, 0.1], [-0.2, -0.2, 0.4], [-0.3, 0.1, -0.3], [-0.2, 0.2, 0.4], [-0.3, 0.0, -0.1], [0.1, 0.0, 0.1], [-0.1, 0.1, 0.2], [-0.2, 0.0, -0.1], [0.1, 0.2, -0.6], [0.1, 0.1, 0.0], [-0.3, -0.3, 0.3], [0.1, -0.3, 0.0], [0.0, 0.0, 0.2], [-0.3, -0.7, 1.0], [0.4, -0.3, 0.0], [0.0, 0.5, 0.1], [0.2, 0.2, 0.1], [0.1, 0.4, -0.2], [-0.3, -0.5, -0.2], [-0.1, 0.0, 0.2], [0.0, -0.1, 0.5], [-0.6, 1.7, -1.5], [0.2, 0.5, 0.5], [-0.8, -1.8, 0.7], [0.4, 0.6, 0.1], [0.3, -0.2, 0.0], [-0.2, 0.3, -0.2], [0.1, -0.2, -0.4], [-0.3, 0.5, -0.8], [0.4, 0.7, -0.9], [0.0, 0.1, 0.1], [-0.1, 0.3, -0.2], [0.3, -0.1, -0.2], [0.0, 0.2, 0.2], [-0.4, -0.3, 0.0], [0.0, 0.2, -0.3], [0.1, 0.2, 0.1], [0.0, -0.2, 0.2], [-0.2, 0.0, 0.0], [0.2, 0.2, 0.3], [0.1, -0.1, -0.3], [0.0, -0.4, 0.2], [0.2, 0.3, -0.2], [0.0, 0.1, -0.3], [-0.1, -0.3, -0.2], [-0.2, -0.2, 0.2], [0.0, -0.1, 0.3], [1.2, -0.7, 1.1], [0.1, 0.2, 0.2], [0.3, 0.1, -0.1], [-0.3, -0.1, -0.3], [0.2, -0.2, 0.6], [0.2, 0.1, 0.1], [0.1, 0.4, -0.1], [0.1, 0.0, -0.2], [-0.3, -0.2, -0.2]], "lowdin_charge": [-0.06, -0.10, -0.27, 0.00, -0.04, -0.21, -0.06, -0.23, -0.05, -0.01, -0.27, -0.10, -0.06, -0.03, -0.07, -0.03, -0.01, 0.09, 0.09, 0.10, 0.12, 0.12, 0.11, 0.12, 0.12, 0.09, 0.10, 0.09, 0.10, 0.12, 0.10, 0.10, -0.01, -0.45, -0.01, -0.42, -0.01, 0.01, 0.13, -0.59, -0.08, -0.04, -0.08, -0.08, -0.08, -0.03, -0.10, -0.10, -0.23, -0.04, -0.09, -0.10, -0.09, -0.03, 0.12, 0.10, 0.09, 0.09, 0.09, 0.10, 0.09, 0.10, 0.08, 0.09, 0.10, 0.08, 0.08, 0.12, 0.10, 0.10, 0.10, 0.11, 0.11, 0.06, 0.09, 0.07, 0.10, 0.10, 0.10, 0.10, 0.10]}

***

Number 1: calculated total energy -76553.333 eV. Number 2: calculated total energy -63759.736 eV. Number 3: calculated total energy -13431.325 eV. Number 4: calculated total energy -45826.023 eV.